# 1
A structure of composition C26H36ErN6O7PTe at a distorted geometry, computed with ωB97M-V/def2-TZVPD.

Multiplicity: 4
Orbital gap (spin up / spin down), eV: 4.52 / 4.51
Lowest unoccupied orbital energy (spin up / spin down), eV: -2.15 / -2.16

Atoms and positions in Å:
Er (-10.96309, -15.28436, 2.11401)
C (-8.27939, -11.60420, 2.60722)
C (-8.87558, -12.97484, 2.49810)
N (-10.08957, -13.29171, 2.81279)
C (-11.04371, -12.41649, 3.48419)
C (-12.32441, -13.13344, 3.92019)
N (-12.86138, -14.10715, 2.98800)
C (-13.78493, -15.06758, 3.64029)
C (-13.88925, -16.38626, 2.85164)
N (-12.54959, -16.96659, 2.64513)
C (-12.48584, -17.97347, 1.58597)
C (-11.07058, -18.39558, 1.20688)
N (-10.15362, -17.25034, 1.20332)
C (-8.96157, -17.35735, 0.68781)
C (-8.40274, -18.57659, 0.01646)
C (-8.11219, -16.19275, 0.87073)
C (-6.78163, -16.09713, 0.48970)
C (-6.07386, -14.93273, 0.80144)
C (-6.71798, -13.88597, 1.47697)
C (-8.06613, -14.03700, 1.87616)
N (-8.69288, -15.18701, 1.56689)
H (-9.06436, -10.82146, 2.60141)
H (-7.56430, -11.38413, 1.76702)
H (-7.73255, -11.47802, 3.56462)
H (-11.30464, -11.60184, 2.78746)
H (-10.57539, -12.00473, 4.39358)
H (-13.00165, -12.33918, 4.21336)
H (-12.06030, -13.69331, 4.82968)
H (-13.35391, -13.64781, 2.21130)
H (-14.78608, -14.62257, 3.73132)
H (-13.42772, -15.30031, 4.65256)
H (-14.36092, -16.22818, 1.88344)
H (-14.52017, -17.07771, 3.44120)
H (-12.23095, -17.42062, 3.51744)
H (-12.96776, -17.53124, 0.66857)
H (-13.04341, -18.89787, 1.84958)
H (-11.09674, -18.81726, 0.19703)
H (-10.72881, -19.18100, 1.90658)
H (-7.92707, -19.25239, 0.73176)
H (-7.62614, -18.29968, -0.70012)
H (-9.21196, -19.09802, -0.48862)
H (-6.31970, -16.94688, -0.01719)
H (-5.02299, -14.86486, 0.60959)
H (-6.17688, -12.98334, 1.70356)
O (-16.63701, -12.87660, -3.84498)
C (-15.40574, -12.79148, -3.71970)
O (-14.45650, -12.76266, -4.55620)
C (-14.85257, -12.80862, -2.30392)
C (-15.65088, -12.29737, -1.25944)
C (-15.18279, -12.29804, 0.03317)
N (-14.08377, -12.93918, 0.36698)
C (-13.32773, -13.50016, -0.62713)
C (-13.62755, -13.30129, -1.97716)
C (-12.18981, -14.34906, -0.08761)
O (-11.06646, -13.82904, 0.09600)
O (-12.45448, -15.54467, 0.28697)
H (-16.63519, -11.89664, -1.48684)
H (-15.71646, -11.84073, 0.85289)
H (-12.92506, -13.71054, -2.72046)
C (-5.98218, -17.29740, 4.20876)
C (-7.21853, -18.02567, 4.70994)
O (-8.26277, -17.03015, 4.50775)
P (-9.60412, -16.74997, 5.30401)
O (-10.33733, -15.82568, 4.35273)
Te (-10.99163, -18.85391, 5.21734)
O (-9.21806, -16.17315, 6.75777)
C (-8.76747, -14.82908, 7.02894)
C (-7.67862, -14.89562, 8.12847)
H (-5.03861, -17.82716, 4.45218)
H (-5.93916, -16.32190, 4.70645)
H (-6.05441, -17.16252, 3.13023)
H (-7.13653, -18.26659, 5.77876)
H (-7.47665, -18.92759, 4.13246)
H (-9.67893, -14.30505, 7.35372)
H (-8.41284, -14.31769, 6.10833)
H (-8.04297, -15.40670, 9.04890)
H (-7.29334, -13.88307, 8.38618)
H (-6.82721, -15.52703, 7.78613)

# 2
A structure of composition C43H42P2Ti at a distorted geometry, computed with ωB97M-V/def2-TZVPD.

Total charge: +2
Orbital gap (spin up / spin down), eV: 5.10 / 5.10
Lowest unoccupied orbital energy (spin up / spin down), eV: -7.82 / -7.82

Atoms and positions in Å:
Ti (-0.00222, 0.59702, 2.13227)
C (-1.75680, 0.84484, -5.39502)
C (-1.77232, -0.41891, -4.97613)
C (-0.92124, -1.55569, -5.46820)
C (0.42673, -1.16880, -6.12108)
C (1.34472, -0.34195, -5.26314)
C (1.36805, 1.00055, -5.15751)
C (0.50436, 1.98667, -5.87983)
C (-0.84748, 1.46474, -6.42423)
C (1.75585, 0.49344, 3.35984)
H (-2.53128, 1.53485, -5.02573)
H (-2.55565, -0.73074, -4.27337)
H (-1.48022, -2.15277, -6.21194)
H (-0.72702, -2.23918, -4.62608)
H (0.95298, -2.11246, -6.34907)
H (0.22916, -0.69775, -7.09128)
H (2.11962, -0.92238, -4.74845)
H (2.16411, 1.46249, -4.57009)
H (1.05704, 2.41317, -6.73621)
H (0.30995, 2.83479, -5.20427)
H (-1.37455, 2.33670, -6.84742)
H (-0.65699, 0.79239, -7.26905)
H (1.59238, 1.44072, 3.90556)
H (2.77673, 0.46817, 2.97840)
H (1.59096, -0.30710, 4.09186)
P (-1.38674, -0.53139, 0.40372)
P (1.69836, 0.04793, 0.39933)
C (-0.42638, -0.75387, -1.12480)
C (0.91087, -0.58408, -1.09741)
C (-2.34525, -2.07303, 0.52449)
C (-2.70263, -2.84729, -0.59068)
C (-3.44700, -4.01838, -0.41838)
C (-3.81667, -4.42306, 0.86805)
C (-3.44433, -3.65628, 1.98028)
C (-2.71094, -2.48802, 1.81019)
C (-2.61308, 0.78256, -0.04576)
C (-2.16588, 2.10860, -0.06274)
C (-3.07911, 3.14035, -0.29198)
C (-4.42456, 2.84911, -0.52822)
C (-4.86850, 1.52266, -0.53156)
C (-3.96461, 0.48752, -0.28435)
C (3.21939, -0.97432, 0.55514)
C (3.07759, -2.27607, 1.06668)
C (4.20561, -3.07224, 1.26012)
C (5.47642, -2.59228, 0.92662)
C (5.61711, -1.31067, 0.38838)
C (4.49329, -0.50319, 0.19988)
C (2.32030, 1.70498, -0.11868)
C (2.53052, 2.66129, 0.87750)
C (2.99949, 3.92806, 0.53303)
C (3.25138, 4.24119, -0.80196)
C (3.03442, 3.28820, -1.80435)
C (2.56012, 2.01784, -1.46688)
H (-0.97219, -0.98399, -2.04538)
H (1.56720, -0.80154, -1.94504)
H (-2.40097, -2.53497, -1.58948)
H (-3.74177, -4.60485, -1.29200)
H (-4.39272, -5.33895, 0.99947)
H (-3.73605, -3.97478, 2.98116)
H (-2.39801, -1.87780, 2.66155)
H (-1.10758, 2.33937, 0.12880)
H (-2.73585, 4.17389, -0.27995)
H (-5.13342, 3.65580, -0.69834)
H (-5.91791, 1.29022, -0.71745)
H (-4.30584, -0.54852, -0.25930)
H (2.08301, -2.65471, 1.31615)
H (4.09268, -4.07128, 1.67860)
H (6.35772, -3.20946, 1.08736)
H (6.60055, -0.92622, 0.11907)
H (4.60118, 0.49993, -0.21594)
H (2.33359, 2.41765, 1.92575)
H (3.17613, 4.66697, 1.31241)
H (3.61706, 5.22874, -1.07418)
H (3.23898, 3.52028, -2.85053)
H (2.37305, 1.26884, -2.23922)
C (-1.05147, -0.31766, 3.60626)
C (-1.10845, -0.18032, 4.85749)
C (-1.01857, -0.11521, 6.26713)
C (-2.03082, 0.38087, 7.14989)
C (-1.83804, 0.38877, 8.53203)
C (-0.62641, -0.05657, 9.08286)
C (0.39975, -0.50617, 8.23740)
C (0.21179, -0.53862, 6.85910)
H (-2.96669, 0.75095, 6.73195)
H (-2.63134, 0.73567, 9.19423)
H (-0.47437, -0.05370, 10.15974)
H (1.35164, -0.83545, 8.65590)
H (1.01807, -0.88617, 6.20704)

# 3
A cluster of 2 separate species, C37H43N2OSi in total at a distorted geometry, computed with ωB97M-V/def2-TZVPD.

Total charge: +1
Orbital gap, eV: 5.74
Lowest unoccupied orbital energy, eV: -4.99

Atoms and positions in Å:
C (0.98072, 2.74561, 2.46314)
C (0.28987, 2.13487, 1.31685)
N (0.41484, 2.66992, 0.07595)
C (1.19737, 3.84888, -0.26168)
C (-0.19117, 1.85147, -0.87434)
C (-0.73346, 0.73373, -0.20251)
C (-1.30469, -0.27570, -0.96875)
C (-1.30693, -0.15910, -2.36590)
C (-0.74806, 0.95831, -3.00894)
C (-0.16819, 1.98679, -2.25442)
C (-0.43058, 0.90105, 1.22286)
C (-0.61043, -0.05701, 2.23957)
C (-0.18573, -1.43599, 1.99604)
C (-1.03924, -2.41006, 1.44941)
C (-0.57221, -3.68860, 1.15510)
C (0.76684, -4.01718, 1.39618)
C (1.63327, -3.06536, 1.95057)
C (1.16087, -1.79280, 2.24977)
H (0.80380, 2.14058, 3.35803)
H (2.07127, 2.81792, 2.30876)
H (0.60450, 3.76133, 2.65320)
H (0.80821, 4.26456, -1.19464)
H (1.10355, 4.59914, 0.52991)
H (2.26490, 3.61587, -0.40434)
H (-1.74073, -1.13700, -0.47561)
H (-1.74084, -0.95832, -2.96977)
H (-0.77023, 1.02708, -4.09453)
H (0.28546, 2.86881, -2.70092)
H (-0.51162, 0.28685, 3.26824)
H (-2.07619, -2.13101, 1.25823)
H (-1.25255, -4.43044, 0.73152)
H (1.13103, -5.01715, 1.16220)
H (2.68003, -3.31127, 2.13799)
H (1.82623, -1.02641, 2.65407)
C (-8.56907, -0.35477, 2.40986)
Si (-7.12866, -1.54220, 2.47634)
C (-7.70662, -3.18712, 3.14340)
C (-6.31374, -1.72233, 0.81541)
O (-5.97628, -0.86086, 3.46943)
C (-5.18942, -1.24951, 4.58451)
C (-6.09787, -1.19273, 5.85729)
C (-7.38624, -0.65200, 5.82097)
C (-8.27479, -0.86870, 6.88391)
C (-7.83015, -1.50983, 8.04323)
C (-6.48560, -1.87897, 8.15849)
C (-5.61556, -1.69205, 7.07814)
C (-4.60127, -2.62884, 4.28598)
C (-4.82996, -3.77733, 5.05594)
C (-4.42716, -5.02816, 4.57243)
C (-3.86277, -5.14483, 3.30442)
C (-3.65322, -3.99798, 2.52590)
C (-3.96354, -2.74337, 3.04894)
C (-4.06881, -0.19090, 4.75377)
C (-4.70587, 1.19672, 4.92122)
C (-3.68966, 2.19555, 4.36350)
C (-2.56654, 1.34827, 3.75405)
N (-3.03359, -0.02833, 3.73460)
H (-9.25951, -0.67314, 1.61452)
H (-9.13131, -0.32638, 3.35143)
H (-8.23131, 0.66597, 2.18373)
H (-8.59231, -3.49548, 2.56738)
H (-6.94727, -3.97163, 3.03719)
H (-7.99367, -3.12826, 4.20091)
H (-7.08294, -1.92337, 0.05573)
H (-5.78552, -0.79680, 0.54557)
H (-5.58763, -2.54439, 0.80197)
H (-7.72369, -0.08123, 4.95196)
H (-9.30979, -0.53196, 6.78466)
H (-8.52587, -1.69809, 8.86358)
H (-6.11054, -2.32886, 9.08048)
H (-4.56468, -1.98191, 7.15967)
H (-5.34540, -3.71707, 6.01063)
H (-4.57931, -5.90851, 5.20358)
H (-3.58760, -6.12242, 2.90757)
H (-3.24141, -4.07263, 1.52091)
H (-3.78388, -1.82730, 2.48657)
H (-3.55681, -0.47188, 5.70119)
H (-5.64274, 1.24928, 4.35271)
H (-4.92957, 1.36213, 5.98097)
H (-4.14164, 2.83580, 3.59908)
H (-3.29017, 2.83395, 5.16143)
H (-2.30985, 1.67839, 2.74530)
H (-1.65812, 1.47859, 4.36818)
H (-2.28134, -0.70547, 3.80607)

# 4
The molecule CH2Cl2FN at a distorted geometry, computed with ωB97M-V/def2-TZVPD.

Orbital gap, eV: 10.80
Lowest unoccupied orbital energy, eV: 0.74
Structure (SMILES): NC(F)(Cl)Cl

Atoms and positions in Å:
C (-0.55688, -0.14129, 0.07440)
N (0.90957, 0.16623, -0.10663)
F (-0.83790, -0.11939, 1.39238)
Cl (-1.45326, 1.06402, -0.72134)
Cl (-0.83114, -1.84430, -0.50996)
H (1.67168, -0.18878, 0.52057)
H (1.09794, 1.06351, -0.64942)

# 5
A cluster of 7 separate species, C41H46Cl13N3O7S2 in total at a distorted geometry, computed with ωB97M-V/def2-TZVPD.

Orbital gap, eV: 7.50
Lowest unoccupied orbital energy, eV: -1.10
Structure (SMILES): CCOc1c(C[C@@H]2CO2)c(Cl)c(CCCSC(=S)N(c2ccccc2)c2ccccc2)c2c1C(=O)C(N(C)C(C)=O)=C(CON=O)C2=O.ClCCl.ClCCl.ClCCl.ClCCl.ClCCl.ClCCl

Atoms and positions in Å:
C (4.24920, -2.41741, 2.38581)
C (4.29248, -1.54801, 1.15560)
O (3.24503, -0.55268, 1.15698)
C (2.70065, -0.39732, -0.08472)
C (3.37115, 0.37427, -1.05147)
C (4.66519, 1.05061, -0.64533)
C (5.85111, 0.63142, -1.52626)
C (7.18769, 1.11354, -1.02446)
O (6.43190, 1.63942, -2.24733)
C (2.82311, 0.51127, -2.31205)
Cl (3.66787, 1.45041, -3.50281)
C (1.59912, -0.07210, -2.68321)
C (1.00380, 0.15661, -4.04741)
C (0.47029, 1.59602, -4.06202)
C (-0.84678, 1.67697, -3.27204)
S (-0.59253, 2.30053, -1.57737)
C (-1.57860, 3.78769, -1.49410)
S (-1.31964, 5.01379, -2.50305)
N (-2.57494, 3.88543, -0.46178)
C (-1.97625, 3.82606, 0.84784)
C (-2.47144, 3.06015, 1.89819)
C (-1.80798, 3.05780, 3.11161)
C (-0.67891, 3.82290, 3.32278)
C (-0.19340, 4.60339, 2.28359)
C (-0.82475, 4.59264, 1.05172)
C (-3.70628, 3.01322, -0.65714)
C (-4.91502, 3.63486, -0.94474)
C (-6.07577, 2.89682, -1.11458)
C (-6.04625, 1.51861, -0.99752)
C (-4.84904, 0.88970, -0.69051)
C (-3.68574, 1.62118, -0.54508)
C (0.95581, -0.80825, -1.70368)
C (1.48248, -0.96304, -0.41993)
C (0.70097, -1.73799, 0.60617)
O (1.24954, -2.41850, 1.43195)
C (-0.79090, -1.55225, 0.49265)
N (-1.67608, -1.45586, 1.61657)
C (-1.55785, -0.14295, 2.28976)
C (-1.68324, -2.58442, 2.44534)
C (-2.52486, -2.48503, 3.69673)
O (-1.12195, -3.61712, 2.16483)
C (-1.28370, -1.42528, -0.73890)
C (-2.74601, -1.20905, -1.03230)
O (-3.49550, -2.39815, -1.31306)
N (-2.76221, -3.59407, -0.98107)
O (-3.33620, -4.22184, -0.19510)
C (-0.37365, -1.46539, -1.92479)
O (-0.72996, -2.00586, -2.94466)
H (4.29359, -1.85353, 3.31427)
H (3.40343, -3.09859, 2.39935)
H (5.13966, -3.05241, 2.37300)
H (4.22965, -2.17920, 0.26619)
H (5.27708, -1.07634, 1.11112)
H (4.94046, 0.81464, 0.37392)
H (4.57025, 2.12871, -0.78524)
H (5.82562, -0.36413, -1.96047)
H (7.19374, 2.03464, -0.45533)
H (8.09212, 0.87011, -1.56494)
H (1.74878, -0.02518, -4.82036)
H (0.16153, -0.49197, -4.25813)
H (1.17193, 2.29768, -3.62265)
H (0.28864, 1.91589, -5.08962)
H (-1.48294, 2.40905, -3.76384)
H (-1.40066, 0.73956, -3.24236)
H (-3.36863, 2.47443, 1.77044)
H (-2.19253, 2.43832, 3.91336)
H (-0.17843, 3.83554, 4.28087)
H (0.68792, 5.20468, 2.43896)
H (-0.46921, 5.20232, 0.22847)
H (-4.94224, 4.71392, -1.01293)
H (-7.00369, 3.41833, -1.30769)
H (-6.95551, 0.94137, -1.09341)
H (-4.84792, -0.18178, -0.53385)
H (-2.74308, 1.16957, -0.26442)
H (-1.29521, 0.59101, 1.52647)
H (-0.78324, -0.10911, 3.05562)
H (-2.52887, 0.16969, 2.66778)
H (-3.57376, -2.49887, 3.39781)
H (-2.31898, -3.34043, 4.32987)
H (-2.31953, -1.59536, 4.28835)
H (-2.84218, -0.53027, -1.88307)
H (-3.22625, -0.72290, -0.18343)
C (3.13459, 5.69478, -0.50315)
Cl (3.05011, 6.63997, -1.99371)
Cl (1.54431, 5.05880, -0.03219)
H (3.81341, 4.86391, -0.65948)
H (3.49708, 6.33444, 0.29289)
C (0.46483, -6.37221, 1.80671)
Cl (0.05167, -7.91620, 2.56771)
Cl (2.06721, -6.41319, 1.05416)
H (-0.27059, -6.15487, 1.04224)
H (0.45663, -5.59669, 2.56194)
C (-4.96407, -4.92368, 5.06671)
Cl (-6.26852, -5.96883, 5.63384)
Cl (-4.37515, -3.84758, 6.34340)
H (-4.14131, -5.54496, 4.73264)
H (-5.33686, -4.31776, 4.24946)
C (-4.60514, 1.81437, -4.82654)
Cl (-4.05521, 0.19825, -5.31947)
Cl (-4.14740, 2.18156, -3.16020)
H (-4.15860, 2.54555, -5.49086)
H (-5.68677, 1.84813, -4.90568)
C (0.76432, -5.07815, -3.56675)
Cl (0.67237, -6.74779, -4.14080)
Cl (2.43502, -4.57250, -3.28312)
H (0.33124, -4.42909, -4.31789)
H (0.21241, -4.99465, -2.63795)
C (7.05198, 0.29118, 4.13073)
Cl (7.55373, -0.01666, 2.46147)
Cl (6.49458, -1.17410, 4.94522)
H (7.90031, 0.68699, 4.67567)
H (6.24030, 1.00878, 4.11923)

# 6
The ion C5H11N2 with charge +1 at a distorted geometry, computed with ωB97M-V/def2-TZVPD.

Total charge: +1
Orbital gap, eV: 10.93
Lowest unoccupied orbital energy, eV: -3.70
Structure (SMILES): C=C/C(NC)=[NH+]/C

Atoms and positions in Å:
C (1.83333, -0.37344, 1.69273)
C (0.70578, 0.25900, 1.37277)
C (0.10748, 0.16379, -0.00367)
C (-2.03036, -0.48830, 1.02635)
C (0.45389, 0.37176, -2.44333)
N (-1.17944, -0.14585, -0.09437)
N (0.88777, 0.37121, -1.05308)
H (2.45907, -0.22568, 2.48966)
H (2.29964, -1.15026, 1.18583)
H (0.20605, 0.97311, 2.05962)
H (-2.72801, 0.23138, 1.01723)
H (-2.51537, -1.46371, 1.06916)
H (-1.44731, -0.52424, 1.92979)
H (0.15161, 1.33967, -2.61769)
H (-0.38921, -0.38286, -2.70245)
H (1.29428, 0.21212, -3.02906)
H (-1.83898, -0.05675, -0.82817)
H (1.72977, 0.88906, -1.07131)